Entry i
{"formula": "H3NO2S2", "method": "ωB97M-V/def2-TZVPD", "mol_weight_da": 113.16, "smiles": "NO[S@H](=O)=S", "symbols": ["O", "H", "S", "H", "N", "O", "H", "S"], "coordinates": [[1.07549, -0.27409, 0.01250], [0.53494, 1.54883, 0.03889], [-1.14489, -2.34549, 0.38005], [0.81805, 0.92109, 1.40180], [1.18967, 1.02114, 0.53027], [-1.17036, 0.58487, -0.09196], [-0.73939, -0.74134, -1.91114], [-0.56350, -0.71501, -0.36042]], "mulliken_charge": [-0.228, 0.331, -0.211, 0.274, -0.396, -0.594, 0.215, 0.610]}



Entry ii
{"formula": "H3NO2S2", "method": "ωB97M-V/def2-TZVPD", "mol_weight_da": 113.16, "symbols": ["N", "S", "S", "H", "H", "H", "O", "O"], "coordinates": [[0.00469, -0.86844, -0.66319], [-0.40462, 0.48644, -0.12913], [-3.02112, -0.53811, -0.16919], [-0.81262, -1.53821, -1.07509], [2.26709, 0.10471, 0.09480], [2.06626, 0.79433, 1.35118], [1.90569, 0.86761, 0.43669], [-2.00538, 0.69167, 0.15393]], "mulliken_charge": [-0.454, 0.600, -0.236, 0.278, 0.328, 0.318, -0.617, -0.216]}



Pick entry ii: it beats the second-best structure by 46.5 kJ/mol.



Entry i
{"formula": "CH3N3O3", "method": "ωB97M-V/def2-TZVPD", "mol_weight_da": 105.05, "smiles": "[H]/N=[N+](\\[O-])O.N=C=O", "symbols": ["N", "O", "N", "O", "O", "H", "C", "H", "H", "N"], "coordinates": [[0.00690, -1.33730, -0.40606], [0.95094, -1.24623, -1.46095], [-0.77030, -0.37348, -0.48170], [0.20190, 2.87185, 1.03924], [0.09003, -2.26705, 0.36953], [-1.38275, -0.45913, 0.36384], [-0.21920, 2.86034, -0.05084], [-1.55396, 2.66366, -1.38710], [0.86179, -0.27642, -1.76713], [-0.59562, 2.92267, -1.20123]], "mulliken_charge": [1.046, -0.483, -0.646, -0.404, -0.591, 0.252, 0.637, 0.279, 0.417, -0.507]}



Entry ii
{"formula": "CH3N3O3", "method": "ωB97M-V/def2-TZVPD", "mol_weight_da": 105.05, "smiles": "[H]/N=N/C(=O)OON", "symbols": ["N", "O", "C", "N", "H", "O", "H", "H", "N", "O"], "coordinates": [[-1.66223, -0.43142, -0.32578], [0.10717, -0.40866, 0.96964], [-0.71493, 0.40579, 0.08024], [-2.73864, -0.76590, 0.12361], [-3.02162, -1.51404, -0.54442], [1.46380, 0.11967, 1.02167], [2.81544, -0.37742, -0.26274], [2.13722, 1.23017, -0.47764], [1.97673, 0.25344, -0.20472], [-0.36294, 1.48837, -0.37986]], "mulliken_charge": [0.144, -0.169, 0.731, -0.445, 0.289, -0.145, 0.256, 0.242, -0.400, -0.503]}



Pick entry i: it beats the second-best structure by 245.8 kJ/mol.



Entry i
{"formula": "C8H6", "method": "ωB97M-V/def2-TZVPD", "mol_weight_da": 102.14, "smiles": "C#C[C@H]1C2=C1CC=C2", "symbols": ["H", "C", "C", "H", "C", "C", "C", "H", "C", "C", "H", "H", "H", "C"], "coordinates": [[1.32386, 0.61987, 1.18242], [-1.19822, -0.65621, 0.06850], [-0.67832, -0.13805, 1.19590], [-2.68405, 0.93850, 0.80344], [0.75805, -0.39908, 1.19701], [-1.48046, 1.54437, -0.68343], [-1.54974, 1.48070, -1.89348], [1.92107, -1.64099, -0.33998], [-1.65166, 0.74846, 0.51686], [0.99898, -1.23992, -0.03545], [-1.66628, 1.50856, -2.94684], [-0.18789, -1.83804, -1.75653], [0.90986, -0.98366, 2.06066], [-0.17439, -1.24046, -0.71785]], "mulliken_charge": [0.268, 0.063, 0.333, 0.354, -0.371, -0.519, -0.247, 0.439, -0.257, -0.518, 0.392, 0.246, 0.266, -0.448]}



Entry ii
{"formula": "C8H6", "method": "ωB97M-V/def2-TZVPD", "mol_weight_da": 102.14, "symbols": ["C", "C", "C", "H", "C", "H", "H", "C", "C", "H", "C", "H", "H", "C"], "coordinates": [[-0.49421, -1.08084, 0.06132], [-0.91294, 1.19053, 1.52792], [1.35643, 0.23844, -0.79172], [1.61356, -0.76788, -1.06542], [-0.19220, 0.21420, -0.62659], [1.78281, 0.94625, -1.49945], [-0.50291, -2.01724, -0.61976], [-0.80386, 0.02477, 2.04998], [-0.74025, 1.58944, 0.22255], [1.91688, 0.47135, 0.09045], [-0.86284, 2.36233, -0.79963], [-0.81861, -2.19850, 1.71706], [-0.66000, 0.20843, -1.59477], [-0.68186, -1.18129, 1.32804]], "mulliken_charge": [-0.534, -0.034, -1.195, 0.401, 0.177, 0.356, 0.308, -0.270, 0.659, 0.336, -0.747, 0.345, 0.413, -0.216]}



Pick entry i: it beats the second-best structure by 110.2 kJ/mol.



Entry i
{"formula": "C2H3NO3S", "method": "ωB97M-V/def2-TZVPD", "mol_weight_da": 121.12, "smiles": "C#S(=O)N=C=O.O", "symbols": ["O", "C", "C", "H", "H", "H", "N", "S", "O", "O"], "coordinates": [[3.76774, -0.95966, -0.04642], [2.93796, -0.16074, -0.12707], [-0.30694, 1.91048, -1.39582], [0.04064, 1.56492, -2.36074], [0.07660, -0.88493, 1.54156], [-1.25980, -0.67496, 0.79223], [2.15726, 0.73360, -0.25392], [0.52710, 1.32945, -0.18860], [0.30676, 1.78714, 1.15411], [-0.33011, -0.88198, 0.66812]], "mulliken_charge": [-0.399, 0.678, -0.416, 0.268, 0.349, 0.340, -0.322, 0.655, -0.506, -0.648]}



Entry ii
{"formula": "C2H3NO3S", "method": "ωB97M-V/def2-TZVPD", "mol_weight_da": 121.12, "symbols": ["C", "N", "S", "O", "O", "H", "H", "O", "C", "H"], "coordinates": [[0.99814, -0.16969, -2.56388], [0.10735, -0.27190, -1.66515], [-1.60069, 1.11029, 3.92843], [-0.62774, 0.30470, 3.22650], [0.16889, -2.03839, -0.14399], [0.08314, -0.06375, 0.46899], [2.01312, -0.36789, -2.49416], [-1.94929, 2.28477, 3.24095], [0.13447, -0.84845, -0.40750], [0.67261, 0.06031, -3.59019]], "mulliken_charge": [-0.161, -0.339, 0.678, -0.349, -0.485, 0.169, 0.271, -0.336, 0.325, 0.229]}



Entry iii
{"formula": "C2H3NO3S", "method": "ωB97M-V/def2-TZVPD", "mol_weight_da": 121.12, "symbols": ["C", "O", "H", "O", "S", "C", "H", "O", "N", "H"], "coordinates": [[-0.79138, -1.08690, 0.53311], [0.84491, 2.15260, -1.67427], [0.96298, -0.05288, -2.38273], [0.09995, 0.55422, 1.68842], [0.48603, 0.15940, -0.23894], [-0.66999, -0.45813, 1.72244], [-0.81008, -2.08824, 0.15087], [0.28343, -0.36466, -1.82125], [0.81983, 1.84413, -0.51522], [-1.22568, -0.65953, 2.53756]], "mulliken_charge": [-0.515, -0.338, 0.335, -0.503, 0.468, 0.010, 0.341, -0.510, 0.255, 0.456]}



Pick entry ii: it beats the second-best structure by 274.1 kJ/mol.